# 1
{"formula": "C4H8NO", "method": "wB97M-V/def2-TZVPD", "homo_lumo_gap_ev": [7.37, 7.37], "homo_ev": [-13.19, -13.19], "e_lumo_ev": [-5.8186, -5.8211], "e_tot_ev": -7804.8123, "relative_energy_ev": 3.291, "charge": 1, "elements": ["C", "C", "C", "C", "N", "O", "H", "H", "H", "H", "H", "H", "H", "H"], "coordinates": [[-0.658, 0.145, 0.543], [-0.686, 1.473, 0.036], [1.185, 1.825, -1.401], [-0.252, -2.143, 0.747], [0.094, -0.856, 0.212], [0.125, 2.134, -0.815], [-1.350, -0.188, 1.285], [-1.216, 2.316, 0.588], [1.818, 1.029, -1.075], [1.649, 2.612, -2.052], [0.401, -2.928, 0.291], [-0.393, -2.113, 1.845], [-1.277, -2.356, 0.466], [0.559, -0.950, -0.671]], "atomic_forces_ev_per_a": [[0.36, 3.35, -1.35], [-1.56, 0.14, 3.27], [1.31, 1.62, -0.32], [-0.82, -1.49, 0.26], [0.94, -1.14, -0.82], [0.34, -0.35, -1.08], [-0.70, 0.91, 0.63], [0.13, -1.88, -0.88], [-0.09, -1.04, -0.01], [-0.86, -0.79, 0.52], [-0.46, 0.64, 1.06], [1.18, -0.20, -0.41], [-0.25, -0.40, -0.61], [0.48, 0.62, -0.26]]}

# 2
{"formula": "C40H61AsBClI2KN7O", "method": "wB97M-V/def2-TZVPD", "homo_lumo_gap_ev": 5.20, "homo_ev": -1.47, "e_lumo_ev": 3.7248, "e_tot_ev": -161517.8353, "relative_energy_ev": 0.000, "charge": -2, "elements": ["K", "C", "C", "C", "C", "N", "N", "B", "N", "N", "C", "C", "C", "C", "C", "C", "C", "C", "N", "N", "C", "C", "C", "C", "C", "C", "C", "C", "C", "C", "C", "C", "H", "H", "H", "H", "H", "H", "H", "H", "H", "H", "H", "H", "H", "H", "H", "H", "H", "H", "H", "H", "H", "H", "H", "H", "H", "H", "H", "H", "H", "H", "H", "H", "H", "H", "H", "H", "H", "H", "H", "H", "Cl", "C", "C", "C", "I", "C", "O", "C", "N", "C", "C", "C", "C", "H", "H", "H", "H", "C", "C", "As", "C", "C", "C", "C", "H", "H", "H", "H", "H", "H", "H", "H", "H", "H", "H", "H", "H", "H", "H", "I", "C", "H", "H"], "coordinates": [[-0.213, -0.008, 0.417], [2.266, 5.438, 1.842], [1.183, 4.415, 1.916], [-0.130, 4.615, 2.273], [-0.736, 3.351, 2.143], [0.153, 2.460, 1.730], [1.331, 3.109, 1.598], [2.680, 2.413, 1.280], [2.938, 2.182, -0.231], [2.250, 1.306, -0.994], [2.809, 1.324, -2.192], [3.888, 2.229, -2.217], [3.938, 2.750, -0.945], [4.932, 3.724, -0.407], [2.341, 0.447, -3.323], [1.510, -0.702, -2.770], [1.486, 1.251, -4.307], [3.560, -0.123, -4.057], [2.884, 1.111, 2.093], [2.328, -0.079, 1.777], [2.855, -0.980, 2.590], [3.764, -0.364, 3.474], [3.751, 0.966, 3.120], [4.520, 2.087, 3.736], [2.519, -2.451, 2.531], [1.883, -2.872, 3.862], [1.541, -2.770, 1.403], [3.818, -3.239, 2.316], [-2.189, 3.030, 2.402], [-3.040, 3.701, 1.315], [-2.454, 1.529, 2.378], [-2.582, 3.586, 3.775], [1.869, 6.394, 2.184], [2.622, 5.564, 0.819], [3.124, 5.174, 2.460], [-0.581, 5.547, 2.564], [3.530, 3.177, 1.639], [4.549, 2.468, -3.032], [5.617, 4.002, -1.208], [5.513, 3.292, 0.408], [4.460, 4.628, -0.027], [0.621, -0.307, -2.286], [2.087, -1.281, -2.046], [1.195, -1.360, -3.583], [0.571, 1.606, -3.822], [1.187, 0.618, -5.143], [2.054, 2.097, -4.702], [4.198, -0.689, -3.379], [4.157, 0.671, -4.505], [3.227, -0.788, -4.857], [4.346, -0.814, 4.261], [5.073, 1.706, 4.594], [3.858, 2.883, 4.075], [5.227, 2.525, 3.033], [0.953, -2.329, 4.022], [2.554, -2.669, 4.698], [1.651, -3.938, 3.854], [0.571, -2.323, 1.600], [1.387, -3.849, 1.349], [1.912, -2.418, 0.440], [4.535, -3.046, 3.115], [4.280, -2.955, 1.371], [3.608, -4.310, 2.293], [-2.759, 3.337, 0.327], [-2.902, 4.784, 1.327], [-4.098, 3.483, 1.470], [-2.290, 1.130, 1.380], [-3.500, 1.330, 2.625], [-1.822, 0.987, 3.079], [-2.433, 4.665, 3.825], [-1.983, 3.123, 4.560], [-3.635, 3.376, 3.974], [-7.489, -2.220, 2.003], [-5.742, -2.059, 1.854], [-4.941, -2.716, 2.745], [-3.554, -2.608, 2.652], [-2.337, -3.634, 4.021], [-2.882, -1.836, 1.677], [-1.640, -1.726, 1.588], [-3.781, -1.165, 0.723], [-3.171, -0.462, -0.258], [-3.910, 0.155, -1.153], [-5.314, 0.122, -1.133], [-5.953, -0.584, -0.153], [-5.192, -1.269, 0.818], [-5.388, -3.321, 3.524], [-3.374, 0.697, -1.921], [-5.867, 0.662, -1.891], [-7.033, -0.632, -0.110], [-3.942, -3.800, -1.505], [-2.573, -4.233, -2.017], [-1.197, -2.809, -1.901], [-1.856, -1.694, -3.395], [-1.942, -2.237, -4.816], [0.275, -3.969, -2.584], [0.216, -4.595, -3.973], [-4.684, -4.591, -1.647], [-4.305, -2.910, -2.023], [-3.904, -3.565, -0.440], [-2.644, -4.592, -3.048], [-2.195, -5.063, -1.411], [-1.316, -0.749, -3.361], [-2.861, -1.439, -3.043], [-0.959, -2.298, -5.285], [-2.552, -1.572, -5.431], [-2.395, -3.230, -4.856], [0.307, -4.757, -1.822], [1.197, -3.402, -2.468], [-0.752, -5.057, -4.170], [0.979, -5.369, -4.084], [0.392, -3.851, -4.749], [-2.643, 3.211, -3.179], [-1.215, 1.851, -2.067], [-0.421, 2.592, -1.895], [-1.759, 1.799, -1.105]], "atomic_forces_ev_per_a": [[0.30, 0.22, -0.47], [-0.02, -0.01, -0.01], [-0.03, 0.06, 0.01], [-0.01, -0.05, -0.04], [0.03, -0.03, -0.04], [-0.22, -0.16, 0.14], [0.20, 0.09, 0.00], [-0.09, -0.08, -0.13], [0.11, 0.16, 0.25], [-0.19, -0.07, 0.02], [0.08, -0.02, -0.05], [-0.02, 0.03, 0.04], [0.03, -0.02, -0.05], [-0.01, -0.01, -0.01], [-0.08, -0.10, 0.01], [0.07, 0.01, 0.02], [-0.04, 0.10, 0.08], [-0.09, 0.02, -0.06], [0.07, 0.17, 0.08], [-0.07, -0.19, -0.16], [-0.02, 0.01, 0.03], [0.02, -0.02, -0.01], [-0.02, -0.01, 0.03], [-0.01, -0.01, 0.00], [-0.02, -0.03, 0.00], [0.05, 0.04, -0.04], [0.04, 0.10, 0.12], [-0.05, 0.03, 0.01], [-0.02, -0.01, -0.01], [0.03, -0.01, 0.04], [0.05, 0.08, -0.08], [0.00, -0.01, -0.04], [0.02, 0.01, -0.01], [0.02, 0.01, -0.03], [0.06, 0.00, 0.04], [-0.02, 0.06, 0.02], [0.02, 0.00, 0.02], [0.03, 0.01, -0.06], [0.02, 0.02, 0.00], [0.05, -0.01, 0.05], [0.00, 0.06, 0.02], [-0.13, 0.04, 0.02], [0.01, -0.05, 0.05], [-0.02, -0.04, -0.08], [0.11, 0.02, 0.01], [0.00, -0.10, -0.15], [-0.05, 0.05, 0.00], [0.06, -0.05, 0.08], [0.06, 0.05, -0.04], [0.00, -0.03, -0.04], [0.03, -0.03, 0.05], [0.02, 0.01, 0.03], [-0.02, 0.05, 0.02], [0.04, 0.04, -0.02], [-0.07, 0.03, 0.02], [0.03, 0.01, 0.05], [-0.02, -0.09, -0.01], [-0.13, -0.03, -0.04], [0.00, -0.07, -0.04], [0.03, 0.03, -0.07], [0.04, 0.01, 0.04], [0.04, 0.01, -0.05], [-0.01, -0.07, -0.01], [0.03, 0.00, -0.08], [0.00, 0.05, -0.02], [-0.09, -0.01, 0.03], [-0.04, -0.02, 0.00], [-0.04, 0.00, 0.03], [0.07, -0.04, 0.04], [0.01, 0.05, 0.01], [0.03, -0.02, 0.06], [-0.06, -0.01, 0.02], [0.00, 0.01, -0.01], [-0.15, -0.07, 0.10], [-0.02, 0.02, -0.04], [0.13, -0.10, 0.14], [-0.12, 0.08, -0.10], [-0.03, -0.10, 0.02], [-0.02, -0.11, 0.29], [-0.05, 0.00, -0.01], [-0.19, 0.01, 0.05], [0.11, -0.14, 0.09], [-0.08, 0.02, 0.01], [0.01, 0.00, -0.04], [0.15, 0.04, -0.06], [0.02, 0.02, -0.02], [0.01, 0.06, -0.08], [-0.01, 0.02, -0.01], [0.00, 0.00, 0.00], [0.05, -0.04, 0.05], [0.01, -0.04, 0.00], [0.03, -0.11, -0.04], [-0.10, -0.11, 0.00], [0.04, 0.01, 0.04], [-0.05, -0.01, -0.01], [0.01, 0.04, 0.05], [-0.01, 0.02, 0.01], [-0.03, 0.05, 0.00], [-0.02, 0.00, -0.02], [0.01, 0.02, 0.03], [0.00, 0.04, -0.05], [0.05, 0.09, 0.03], [0.04, -0.02, -0.01], [-0.01, 0.00, 0.00], [-0.02, 0.02, -0.03], [0.00, -0.03, -0.01], [-0.01, 0.06, -0.03], [0.04, 0.01, 0.02], [-0.04, -0.03, -0.03], [0.03, -0.03, 0.00], [0.00, 0.00, -0.02], [0.04, -0.06, 0.01], [-0.09, -0.06, -0.01], [0.03, 0.00, 0.08], [0.07, 0.18, -0.03]]}

# 3
{"formula": "C29H77LiO10", "method": "wB97M-V/def2-TZVPD", "homo_lumo_gap_ev": 8.04, "homo_ev": -8.35, "e_lumo_ev": -0.3081, "e_tot_ev": -52001.5217, "relative_energy_ev": 0.000, "elements": ["Li", "C", "C", "O", "H", "H", "H", "H", "H", "C", "C", "C", "O", "H", "H", "H", "H", "H", "H", "H", "H", "C", "C", "C", "O", "H", "H", "H", "H", "H", "H", "H", "H", "C", "C", "C", "O", "H", "H", "H", "H", "H", "H", "H", "H", "C", "C", "C", "O", "H", "H", "H", "H", "H", "H", "H", "H", "C", "C", "C", "O", "H", "H", "H", "H", "H", "H", "H", "H", "C", "C", "C", "O", "H", "H", "H", "H", "H", "H", "H", "H", "C", "C", "C", "O", "H", "H", "H", "H", "H", "H", "H", "H", "C", "C", "C", "O", "H", "H", "H", "H", "H", "H", "H", "H", "C", "C", "C", "O", "H", "H", "H", "H", "H", "H", "H", "H"], "coordinates": [[2.720, -0.656, -1.507], [-0.930, 0.119, -0.787], [0.199, -0.544, 0.069], [1.027, -1.482, -0.585], [-0.635, 0.668, -1.681], [-1.394, 0.797, -0.069], [-1.741, -0.560, -1.052], [-0.243, -0.985, 0.963], [0.855, 0.216, 0.495], [-0.664, 2.917, 4.072], [-0.146, 3.510, 2.761], [-1.237, 3.820, 1.697], [0.523, 4.733, 3.048], [-1.517, 3.440, 4.505], [0.168, 2.908, 4.775], [-0.964, 1.909, 3.787], [0.592, 2.842, 2.315], [-1.580, 2.939, 1.155], [-0.809, 4.488, 0.949], [-2.112, 4.360, 2.058], [1.262, 4.585, 3.642], [-4.386, 0.538, 0.010], [-4.784, -0.016, -1.378], [-5.597, -1.312, -1.236], [-5.673, 0.907, -1.889], [-3.870, -0.194, 0.632], [-5.264, 0.744, 0.622], [-3.932, 1.528, 0.046], [-3.925, -0.084, -2.045], [-4.869, -2.054, -0.908], [-6.040, -1.576, -2.196], [-6.299, -1.310, -0.402], [-5.204, 1.731, -2.037], [2.916, 0.728, 3.124], [2.811, -0.360, 4.175], [1.399, -1.045, 4.254], [3.707, -1.426, 3.910], [3.931, 1.116, 3.033], [2.262, 1.583, 3.297], [2.696, 0.391, 2.111], [3.061, 0.104, 5.129], [1.080, -1.555, 3.345], [0.647, -0.288, 4.477], [1.362, -1.767, 5.070], [3.451, -1.873, 3.099], [-1.877, 3.606, -2.350], [-3.088, 3.361, -3.205], [-3.000, 2.076, -4.084], [-4.111, 3.183, -2.316], [-0.941, 3.639, -2.908], [-1.778, 2.803, -1.619], [-1.949, 4.553, -1.816], [-3.471, 4.116, -3.891], [-2.366, 2.210, -4.961], [-3.976, 1.705, -4.395], [-2.487, 1.225, -3.636], [-4.234, 4.058, -1.941], [-1.596, -5.454, -2.456], [-0.594, -4.355, -2.179], [-0.469, -3.332, -3.324], [-1.044, -3.691, -0.997], [-1.495, -6.325, -1.810], [-1.421, -5.822, -3.467], [-2.601, -5.032, -2.446], [0.347, -4.857, -1.954], [-0.181, -3.913, -4.199], [0.270, -2.550, -3.150], [-1.417, -2.817, -3.483], [-0.461, -2.940, -0.865], [2.436, 3.122, -3.389], [1.890, 1.826, -2.868], [1.479, 0.855, -3.995], [2.918, 1.254, -2.097], [3.459, 3.112, -3.764], [2.497, 3.924, -2.653], [1.785, 3.607, -4.116], [0.992, 1.908, -2.256], [0.788, 1.397, -4.642], [1.104, -0.105, -3.640], [2.384, 0.701, -4.582], [3.407, 2.004, -1.750], [2.746, -4.675, 0.166], [2.919, -4.090, 1.571], [4.238, -4.477, 2.227], [2.863, -2.694, 1.422], [3.480, -4.273, -0.533], [1.747, -4.464, -0.215], [2.886, -5.755, 0.122], [2.063, -4.385, 2.178], [4.263, -5.565, 2.153], [4.235, -4.194, 3.280], [5.167, -4.151, 1.760], [2.095, -2.504, 0.877], [4.734, 5.193, 0.484], [4.536, 3.654, 0.351], [3.149, 3.246, 0.801], [4.655, 3.182, -0.981], [4.612, 5.395, 1.548], [4.110, 5.833, -0.140], [5.767, 5.501, 0.317], [5.170, 3.068, 1.016], [2.376, 3.611, 0.124], [2.996, 3.424, 1.865], [3.047, 2.167, 0.680], [5.291, 3.743, -1.431], [-4.022, -3.023, 2.385], [-2.841, -3.270, 1.469], [-1.534, -3.395, 2.217], [-3.062, -4.448, 0.693], [-4.210, -3.899, 3.005], [-4.971, -2.927, 1.858], [-3.899, -2.230, 3.123], [-2.815, -2.461, 0.739], [-0.748, -3.731, 1.541], [-1.540, -4.153, 3.000], [-1.211, -2.439, 2.629], [-2.345, -4.403, 0.057]], "atomic_forces_ev_per_a": [[-1.15, -0.10, 0.66], [0.25, -0.39, 1.33], [0.62, -0.34, -1.14], [0.40, 0.20, -0.55], [0.33, -0.08, 0.07], [-0.20, 0.48, -0.19], [0.23, -0.37, -0.13], [-0.54, -0.25, 0.11], [-0.05, 0.85, 0.03], [0.12, -0.41, -1.11], [-0.78, 0.73, 0.13], [0.60, 0.19, 0.07], [-0.05, 0.82, -0.45], [0.12, 0.17, -0.16], [-0.13, -0.29, 0.18], [-0.10, -0.28, 0.60], [-0.09, -0.37, -0.10], [0.06, -0.20, 0.25], [0.25, -0.05, -0.07], [0.06, -0.16, 0.50], [-0.05, -0.20, 0.09], [-0.25, -0.58, 0.81], [-0.83, 0.32, 1.96], [1.75, -0.15, 0.27], [-1.33, 0.98, -1.33], [0.66, 0.08, -0.15], [-0.67, -0.31, -0.39], [0.72, -0.21, -0.58], [0.25, -0.54, 0.03], [0.00, -0.57, -0.36], [-0.10, -0.10, 0.23], [-0.34, 0.56, -0.34], [0.05, 0.35, -0.08], [0.09, 0.27, -0.64], [-1.37, -1.44, -0.87], [0.20, 1.28, 0.51], [1.10, 0.55, 0.86], [0.20, -0.02, 0.39], [-0.15, -0.03, 0.29], [-0.30, -0.44, 0.01], [0.11, -0.40, 0.20], [0.40, 0.11, -0.22], [-0.24, 0.08, 0.00], [0.24, 0.00, -0.01], [-0.37, -0.01, -0.55], [1.15, 0.52, -0.51], [0.67, -1.84, -2.00], [0.70, -0.06, 0.17], [-2.20, -0.07, 1.61], [0.08, 0.05, -0.20], [-0.21, -0.04, -0.04], [-0.09, 0.07, 0.10], [1.01, 0.70, -0.17], [-0.25, 0.55, -0.26], [-0.08, 0.33, -0.01], [-0.14, 0.04, 0.80], [-0.52, -0.10, 0.52], [0.01, 0.08, -0.92], [-0.42, 0.46, 0.42], [0.10, -0.81, 0.17], [-0.04, -0.40, -0.24], [-0.14, 0.30, 0.31], [-0.03, -0.09, -0.14], [-0.10, -0.18, 0.21], [0.46, 0.25, -0.22], [-0.06, 0.30, -0.33], [0.16, -0.19, 0.31], [-0.16, -0.23, -0.08], [0.68, 0.76, 0.33], [-0.56, 1.91, -0.25], [-0.88, -0.78, -0.99], [1.19, 0.96, 0.08], [0.23, -1.39, 0.52], [-0.11, -0.72, -0.37], [-0.13, -0.28, 0.70], [-0.02, -0.39, -0.42], [0.04, 0.67, 0.28], [-0.33, -0.40, 0.08], [-0.26, 0.16, 0.05], [0.02, -0.30, -0.22], [0.81, 0.09, 0.65], [0.06, -0.61, 0.01], [0.57, -0.12, -1.15], [-0.60, -0.79, 0.20], [0.54, 0.81, 0.60], [0.08, 0.30, 0.10], [-0.03, 0.14, -0.01], [-0.11, -0.15, 0.25], [0.09, -0.41, 0.32], [0.13, -0.18, 0.38], [0.14, 0.03, -0.02], [-0.34, 0.49, -0.28], [-0.67, 0.75, -0.65], [0.88, -1.04, 0.59], [-1.22, 0.83, 0.50], [-0.22, -0.80, -0.38], [0.32, 0.09, -0.46], [-0.44, 0.33, -0.04], [-0.35, -0.39, 0.12], [0.21, -0.20, -0.34], [0.79, 0.42, -0.10], [-0.16, 0.68, 0.39], [-0.27, 0.42, -0.23], [0.23, -0.24, 0.11], [0.13, -0.11, -0.20], [-0.59, -0.91, 0.51], [-0.45, -0.17, -0.10], [0.66, 0.08, -0.07], [-0.59, 0.00, 0.77], [0.31, -0.37, 0.06], [0.15, 0.45, -0.29], [0.20, 0.36, -0.41], [0.39, 0.49, 0.07], [0.04, 0.16, -0.23], [-0.43, 0.08, 0.18], [-0.06, 0.05, 0.20], [0.26, -0.18, -0.50]]}